A 2-piece molecular cluster, C5H16NO overall. Source: the Open Molecules 2025 dataset; level of theory: ωB97M-V/def2-TZVPD.

Structure (XYZ):
```
23
Properties=species:S:1:pos:R:3:forces:R:3:lowdin_charge:R:1
C 0.63525 -0.13525 -1.66966 -1.245 -1.800 -2.137 -0.12
C 0.40061 0.81419 -0.53419 0.739 -1.427 2.225 -0.43
C 0.77300 0.06553 0.84362 -0.585 1.406 1.478 -0.40
C 2.35708 0.22512 1.15295 -2.646 1.085 -2.332 -0.07
C 0.34569 -1.43983 0.99107 3.314 0.554 1.719 -0.11
N -0.98035 1.37954 -0.41324 -1.368 -0.071 0.539 0.06
H 1.60458 -0.70991 -1.52105 -1.018 1.018 -0.377 0.09
H -0.16846 -0.97095 -1.84437 1.277 1.596 0.886 0.10
H 0.58925 0.41686 -2.64646 0.548 -0.496 0.716 0.07
H 1.03711 1.69675 -0.69296 0.018 -0.338 0.357 0.12
H 0.13053 0.67975 1.62912 1.543 -1.179 -1.128 0.13
H 2.46648 -0.06436 2.24223 0.787 -0.142 -1.739 0.09
H 2.81545 -0.28209 0.16106 -0.168 0.686 3.106 0.11
H 2.47411 1.35165 1.00540 0.523 -1.460 0.543 0.07
H 0.56108 -1.80604 2.07569 -0.204 0.950 -1.596 0.10
H -0.68370 -1.57117 0.88214 -1.449 -0.572 -0.913 0.00
H 1.07365 -2.05292 0.39134 -1.315 0.271 0.121 0.08
H -1.82321 0.62677 -0.03670 1.666 1.271 -1.475 0.13
H -1.01580 2.20305 0.25070 0.306 -0.875 -0.316 0.10
H -1.16314 1.85604 -1.33052 -0.763 -0.634 0.250 0.07
H -3.19209 -0.92906 -1.11697 1.639 0.997 1.537 0.06
H -3.38849 -1.28268 0.30656 1.207 0.963 0.207 0.05
O -2.69059 -0.74962 -0.19567 -2.807 -1.802 -1.672 -0.30
```
Positions in Å, forces in eV/Å.

For the gap between HOMO and LUMO (alpha / beta), the calculation gives 3.7 / 11.9 eV. Its lowest unoccupied orbital energy (alpha / beta) is 0.49 / 0.63 eV. As for the energy relative to the best compared isomer or geometry (same formula, charge and spin): 2.958 eV. As for the total energy: -329.907032 Eh. Its multiplicity is 2. The maximum force is 3.77 eV/A. As for the net charge: 0.


A 2-piece molecular cluster, C5H16NO overall. Source: the Open Molecules 2025 dataset; level of theory: ωB97M-V/def2-TZVPD.

Structure (XYZ):
```
23
Properties=species:S:1:pos:R:3:forces:R:3:lowdin_charge:R:1
C 0.08954 -1.89237 -0.41353 -2.366 -0.681 0.167 -0.05
C 0.62537 -0.50958 -0.70823 -0.196 -0.587 0.584 -0.30
C -0.39582 0.67605 -0.74445 -0.499 -1.775 -0.638 -0.35
C -0.70651 0.94042 -2.22476 0.361 1.141 -0.164 -0.07
C -1.72848 0.32975 0.00370 1.720 0.089 -1.184 -0.04
N 1.63882 -0.23119 0.38957 1.053 0.599 0.366 0.21
H -0.65793 -2.19600 -1.16034 0.162 0.462 -0.146 0.10
H -0.52597 -1.87306 0.49439 0.283 0.016 0.070 0.08
H 0.66331 -2.81595 -0.35512 1.102 0.593 -0.032 0.09
H 1.13486 -0.56663 -1.67010 0.567 0.373 0.302 0.15
H 0.15839 1.52705 -0.35518 -0.312 0.349 0.164 0.13
H -1.24964 1.88727 -2.27780 -0.043 -0.090 -0.181 0.09
H -1.27067 0.21648 -2.81309 -0.158 -0.388 0.629 0.09
H 0.22182 1.08189 -2.78373 0.029 0.167 0.029 0.08
H -2.40863 1.16271 -0.10681 -0.209 0.075 0.367 0.09
H -1.52387 0.01992 1.01886 -0.375 0.230 0.328 0.06
H -2.08789 -0.51535 -0.57972 -0.548 -0.013 0.314 0.08
H 1.30949 -0.07729 1.35812 -1.013 -0.151 -0.185 0.12
H 2.13179 0.65740 0.24931 0.194 -0.278 -0.471 0.17
H 2.31861 -0.98840 0.46886 0.167 0.084 -0.264 0.17
H -0.03521 -0.16072 3.24037 -0.181 0.080 0.368 0.06
H 0.12051 1.36429 3.50266 0.078 -0.281 -0.154 0.08
O 0.33597 0.65053 2.88408 0.183 -0.013 -0.272 -0.04
```
Positions in Å, forces in eV/Å.

For the gap between HOMO and LUMO, the calculation gives 12.1 eV. Its lowest unoccupied orbital energy is -3.17 eV. As for the energy relative to the best compared isomer or geometry (same formula, charge and spin): 0.686 eV. As for the total energy: -329.855635 Eh. The maximum force is 2.47 eV/A. As for the net charge: +1.


A 2-piece molecular cluster, C5H16NO overall. Source: the Open Molecules 2025 dataset; level of theory: ωB97M-V/def2-TZVPD.

Structure (XYZ):
```
23
Properties=species:S:1:pos:R:3:forces:R:3:lowdin_charge:R:1
C -1.69933 -0.43797 -0.92062 1.250 -1.314 -0.687 -0.13
C -0.42674 -0.90908 -0.17787 -0.167 1.490 -0.365 -0.16
C 0.82434 -0.24417 -0.79482 -0.358 0.047 0.187 -0.41
C 0.83328 1.33241 -0.97325 -0.791 -1.941 0.656 -0.05
C 2.01415 -0.73265 0.04431 0.416 1.157 -0.678 -0.07
N -2.23331 0.89974 -0.43787 0.554 -2.450 1.214 0.22
H -2.45011 -1.22764 -0.91335 -0.442 0.557 0.276 0.13
H -1.32556 -0.36325 -1.94396 -0.718 0.482 -0.165 0.13
H -0.31486 -1.98270 -0.33810 -0.263 0.050 0.247 0.13
H -0.45195 -0.68175 0.89987 -0.185 -0.314 -0.138 0.11
H 0.88844 -0.57310 -1.84645 0.237 -0.419 0.440 0.14
H 0.30522 1.58698 -1.88910 0.271 0.190 -0.285 0.08
H 1.89618 1.51404 -1.03802 0.005 1.005 -0.061 0.08
H 0.31826 1.86346 -0.15543 0.788 0.026 0.161 0.08
H 2.00886 -1.78418 0.30219 -0.197 -0.151 -0.019 0.09
H 2.91964 -0.51439 -0.51669 0.276 -0.205 0.012 0.09
H 2.10921 -0.11986 0.94701 -0.173 -0.193 0.090 0.08
H -1.48424 1.58058 -0.56768 -0.636 0.607 -0.394 0.12
H -3.18836 1.04311 -0.75259 0.204 0.828 -0.557 0.18
H -2.30449 0.72458 0.56973 -0.063 0.522 0.140 0.17
H 0.98374 -0.14419 2.86441 0.176 0.054 -0.222 0.01
H 0.57497 -0.47561 4.25957 -0.273 -0.062 0.136 0.05
O 0.20266 -0.35436 3.37870 0.089 0.033 0.014 -0.06
```
Positions in Å, forces in eV/Å.

For the gap between HOMO and LUMO, the calculation gives 11.3 eV. Its lowest unoccupied orbital energy is -3.42 eV. As for the energy relative to the best compared isomer or geometry (same formula, charge and spin): 1.272 eV. As for the total energy: -329.834092 Eh. The maximum force is 2.79 eV/A. As for the net charge: +1.


A 3-piece molecular cluster, C5H16NO overall. Source: the Open Molecules 2025 dataset; level of theory: ωB97M-V/def2-TZVPD.

Structure (XYZ):
```
23
Properties=species:S:1:pos:R:3:forces:R:3:lowdin_charge:R:1
C -0.57666 -1.35046 -1.39371 0.511 0.229 -0.144 -0.25
C -0.59159 -1.02210 0.04991 -1.871 0.183 1.065 -0.20
C -0.89679 0.43027 0.46994 -0.096 0.291 -1.878 -0.44
C -2.22317 1.01547 -0.14543 0.694 0.908 1.429 -0.04
C -0.76057 0.67756 1.94910 0.216 -0.074 0.210 -0.06
N 0.28407 -0.44116 -2.11913 0.905 -2.317 0.990 0.17
H -1.58368 -1.30579 -1.83957 -0.321 0.458 0.076 0.18
H -0.38241 -2.42280 -1.53619 0.434 0.059 -0.277 0.16
H 0.39088 -1.31592 0.50361 0.760 0.210 -0.273 0.13
H -1.31713 -1.68673 0.53201 0.046 -0.015 0.049 0.14
H -0.18748 1.04255 -0.11467 0.608 -0.024 0.362 0.12
H -3.23487 0.65249 0.06644 0.482 -0.853 -0.217 0.09
H -2.04005 1.29000 -1.17847 -0.395 -0.328 -0.269 0.08
H -2.25430 1.96559 0.39826 -0.100 0.283 -0.319 0.08
H 0.15721 0.27813 2.40711 -0.321 -0.351 -0.285 0.09
H -0.71549 1.73670 2.22554 -0.495 -0.150 -0.307 0.10
H -1.64812 0.19206 2.34361 0.045 0.120 0.847 0.10
H 0.76534 -1.02118 -2.81831 -0.285 0.560 -0.605 0.13
H 1.07165 -0.25366 -1.40621 0.485 1.334 0.324 0.02
H 1.96542 -0.25109 -0.21901 -1.318 -0.466 -0.808 0.42
H 4.39073 0.91373 1.27159 0.481 0.413 0.307 0.04
H 4.43585 0.09369 0.05851 0.562 -0.197 -0.414 0.00
O 4.95119 0.78263 0.49508 -1.029 -0.272 0.135 -0.04
```
Positions in Å, forces in eV/Å.

For the gap between HOMO and LUMO, the calculation gives 5.2 eV. Its lowest unoccupied orbital energy is -9.66 eV. As for the energy relative to the best compared isomer or geometry (same formula, charge and spin): 8.161 eV. As for the total energy: -329.580944 Eh. The maximum force is 2.68 eV/A. As for the net charge: +1.


A 3-piece molecular cluster, C5H16NO overall. Source: the Open Molecules 2025 dataset; level of theory: ωB97M-V/def2-TZVPD.

Structure (XYZ):
```
23
Properties=species:S:1:pos:R:3:forces:R:3:lowdin_charge:R:1
C -0.98641 0.18454 -1.72258 -0.310 0.128 1.748 -0.04
C 0.51916 0.28754 -1.34832 -1.291 1.656 -0.792 -0.19
C 0.81867 -0.35446 -0.10713 2.859 -2.385 -1.290 0.07
C 1.99018 -0.09361 0.70399 0.115 1.880 0.659 -0.20
C 2.99071 -1.23465 0.34839 0.474 0.520 -0.325 -0.02
N -3.92561 -0.41463 1.16794 0.272 0.110 0.045 0.00
H -1.26684 -0.80303 -2.05696 -0.103 -0.043 -0.371 0.09
H -1.51271 0.39509 -0.78181 -0.185 -0.409 -0.106 0.06
H 0.81541 1.33923 -1.38106 0.189 -0.013 0.337 0.14
H 1.12730 -0.15549 -2.16195 0.088 -0.516 0.432 0.18
H 0.58426 -1.42097 -0.02603 -1.361 0.295 0.317 0.16
H -0.00875 1.37558 0.78198 -0.145 0.437 0.474 -0.02
H 1.86738 -0.05076 1.79303 -0.371 -0.574 -0.059 0.16
H 2.42253 0.88601 0.47308 -0.056 -0.104 -0.172 0.14
H 3.91422 -0.96586 0.86985 -0.258 -0.269 0.348 0.11
H 2.62414 -2.21947 0.62470 0.167 -0.014 -0.068 0.10
H 3.29269 -1.14725 -0.69759 -0.407 -0.395 -0.057 0.10
H -1.36116 1.01209 -2.30661 0.483 -0.083 -0.819 0.10
H -4.08930 -1.06806 0.41322 -0.169 0.030 -0.011 0.00
H -4.20915 0.50791 0.85855 -0.040 -0.080 -0.059 0.01
H -0.52599 2.43390 1.77509 -0.044 -0.053 -0.035 0.07
H -4.53792 -0.66677 1.93408 0.020 -0.060 -0.021 0.01
O -0.54281 2.17311 0.84614 0.073 -0.056 -0.176 -0.02
```
Positions in Å, forces in eV/Å.

For the gap between HOMO and LUMO, the calculation gives 5.7 eV. Its lowest unoccupied orbital energy is -7.05 eV. As for the energy relative to the best compared isomer or geometry (same formula, charge and spin): 3.817 eV. As for the total energy: -329.740580 Eh. The maximum force is 3.94 eV/A. As for the net charge: +1.